Computed, not measured: 2 unconnected molecules or ions with the total composition C3H5NO3S, with wB97M-V/def2-TZVPD.

```
13
Properties=species:S:1:pos:R:3
C -1.222 -0.445 1.723
C 1.658 1.496 0.099
C -1.365 0.094 0.490
N 1.846 0.244 0.270
O 2.779 -0.382 -0.442
O -3.395 -0.928 -0.710
O -3.856 0.837 0.883
S -3.032 0.452 -0.262
H -2.207 -0.754 2.180
H -0.290 -0.824 2.159
H 0.685 1.777 0.481
H 2.158 2.230 -0.507
H -0.528 0.415 -0.087
```

Computed properties:
Charge: -2
Strongest force on any atom: 2.332 eV/Å
Highest occupied orbital energy: 0.25 eV
Lowest unoccupied orbital energy: 6.17 eV
E: -795.8150 hartree
Energy relative to the best compared isomer or geometry (same formula, charge and spin): 0.00 kJ/mol

Charges in e, computed with Mulliken, in the same order as the atoms:
1. C -0.727
2. C -0.592
3. C -0.225
4. N -0.188
5. O -0.739
6. O -0.652
7. O -0.639
8. S 0.310
9. H 0.237
10. H 0.376
11. H 0.227
12. H 0.371
13. H 0.240